[1]
{
  "formula": "C4H10NO",
  "method": "wB97M-V/def2-TZVPD",
  "total_charge": 1,
  "energy_ha": -288.0772,
  "mol_weight_g_mol": 88.1,
  "e_lumo_ev": -3.0539,
  "smiles": "C[N@H+]1CC[C@@H]1O",
  "multiplicity": 1,
  "species": ["H", "C", "C", "H", "C", "H", "N", "H", "H", "H", "H", "O", "H", "C", "H", "H"],
  "coordinates": [[1.574, 1.405, -0.890], [0.925, -0.190, 0.383], [-0.625, 1.171, -0.346], [-2.310, -1.169, -0.332], [-1.357, -1.283, 0.022], [2.414, -1.372, 0.563], [-0.393, -0.307, -0.416], [-1.193, 1.453, 0.511], [-0.873, -2.303, -0.102], [0.518, -0.364, 1.409], [-0.222, -0.530, -1.469], [2.092, -0.700, -0.041], [-1.100, 1.704, -1.141], [0.844, 1.515, -0.040], [1.125, 2.031, 0.830], [-1.420, -1.058, 1.060]]
}

***

[2]
{
  "formula": "C43H43CsN12O2",
  "method": "wB97M-V/def2-TZVPD",
  "total_charge": -2,
  "energy_ha": -2492.1561,
  "mol_weight_g_mol": 892.8,
  "e_lumo_ev": 3.8102,
  "multiplicity": 1,
  "species": ["C", "C", "C", "H", "C", "H", "C", "C", "H", "H", "C", "N", "C", "N", "C", "H", "H", "C", "H", "C", "H", "H", "H", "N", "N", "H", "H", "C", "C", "H", "N", "H", "H", "C", "H", "C", "C", "H", "C", "H", "H", "H", "H", "C", "C", "H", "N", "C", "N", "C", "C", "C", "H", "C", "H", "C", "C", "H", "C", "H", "C", "O", "H", "H", "N", "O", "H", "H", "C", "H", "H", "N", "C", "H", "H", "C", "H", "C", "H", "C", "H", "C", "H", "C", "N", "H", "C", "C", "C", "C", "N", "H", "H", "N", "C", "Cs", "H", "H", "C", "C", "C"],
  "coordinates": [[-2.311, 0.486, 6.175], [1.552, 5.215, 4.092], [-1.857, 5.005, -2.108], [3.181, 0.944, -0.451], [-1.935, -2.683, -0.860], [-2.334, -1.214, 0.762], [4.671, -3.757, -2.659], [-1.458, 0.359, -4.184], [-3.194, -2.843, 4.498], [5.545, -3.092, -2.569], [0.501, 3.059, 4.136], [1.377, 1.749, -1.115], [-2.648, -1.378, -6.124], [0.545, 2.978, 2.806], [1.492, -3.574, -3.388], [4.341, 2.913, -1.980], [1.962, -1.009, -0.876], [-1.952, -1.124, 4.411], [-4.289, -2.562, -6.892], [-2.588, -1.726, -4.782], [5.030, -4.789, -2.642], [-1.459, 7.099, -1.740], [-3.768, -0.010, 7.665], [-0.797, 1.025, 4.305], [1.099, 2.768, -1.948], [2.024, -4.465, -3.066], [3.527, -3.649, 0.493], [-1.108, 2.342, -2.972], [0.640, -3.700, 6.617], [-3.244, -1.867, -8.133], [3.726, -3.547, -1.582], [1.035, -1.166, -4.160], [-2.984, -2.676, -4.440], [-2.258, 6.366, -1.602], [-3.140, 6.733, -2.131], [-3.253, -2.316, -7.138], [2.223, 3.367, -2.396], [2.002, 5.925, 2.098], [-0.242, -2.276, 3.200], [2.166, 4.196, -3.080], [-3.081, 2.341, -3.843], [-2.045, 1.420, 6.645], [-2.175, 0.175, -7.528], [-2.953, -1.906, 4.990], [-2.720, 4.202, -2.850], [1.450, -3.559, -4.480], [2.181, -2.379, -2.914], [-2.137, -0.134, -6.487], [-1.828, -2.620, -2.177], [-2.249, -0.569, -1.361], [4.300, -3.739, -0.266], [-2.375, 2.929, -3.270], [1.111, 3.860, 1.037], [0.481, -2.608, 4.494], [2.462, -3.251, 7.686], [-3.616, -1.532, 6.150], [1.409, -1.165, -3.136], [4.201, -3.565, -3.620], [1.877, -3.098, 6.788], [2.031, -0.282, -3.005], [1.013, 4.168, 4.814], [0.012, 2.090, 6.220], [-1.779, -3.620, -0.349], [-2.702, -3.258, -7.193], [-0.744, 1.103, -3.287], [0.358, -2.612, 2.144], [-1.141, 1.658, -5.848], [0.227, -4.343, 7.386], [-1.566, 0.707, -5.547], [5.079, -3.000, -0.037], [-2.413, 0.492, -1.425], [-2.027, -1.313, -2.475], [2.699, 1.704, -1.048], [-4.380, -2.174, 6.576], [3.306, -1.783, 5.871], [-0.610, 4.461, -1.812], [-3.706, 4.583, -3.102], [-1.657, 0.144, 4.979], [-2.500, 6.350, -0.535], [-2.028, -0.885, -3.833], [0.465, -3.616, -3.009], [-0.070, -3.446, 5.460], [4.740, -4.739, -0.228], [2.859, -2.450, -1.697], [1.684, -2.042, 4.643], [0.959, 4.161, 5.893], [3.294, 2.709, -1.835], [-0.149, 1.956, 4.986], [-0.239, 3.199, -2.227], [2.345, -2.278, 5.773], [2.762, -1.621, -0.732], [0.107, 5.038, -1.233], [0.547, -1.082, -2.468], [-1.342, -1.561, 3.219], [1.084, 3.985, 2.117], [0.380, 0.087, 1.680], [1.944, 6.091, 4.599], [-1.053, -3.867, 5.304], [-3.279, -0.325, 6.749], [-2.208, -1.426, -0.290], [1.588, 5.131, 2.706]]
}

***

The following relative energy (zero: lowest compared OMol25 entry of this formula, charge and spin) values (in eV) correspond, in order, to the records above: 2.3361 0.7124.
The following HOMO level values (in hartree) correspond, in order, to the records above: -0.55214 -0.06833.
The following HOMO-LUMO gap values (in Ha) correspond, in order, to the records above: 0.440 0.208.